# 1
Computed, not measured: a molecular structure, C38H30CdFI2N7O6S at a distorted geometry, with ωB97M-V/def2-TZVPD.

Calculated values
max |F|: 3.54 eV/A
E_LUMO: -0.96 eV
net charge: 0
HOMO: -0.2616 Eh

Each line ends with the Mulliken charge.
Element x y z (Å)
Cd 3.14115 -17.91213 3.36035  2.879
C 6.54350 -19.95092 6.30321  -0.813
C 6.00159 -21.21089 6.42253  -0.384
C 4.75243 -21.53409 5.85857  -1.093
C 4.07477 -20.49851 5.21391  0.888
N 4.53168 -19.22036 5.19736  0.134
C 5.72556 -18.97832 5.73423  -0.057
C 2.77917 -20.76121 4.63698  0.491
C 2.38707 -22.08407 4.39454  -0.628
C 1.10249 -22.39296 4.10310  -0.980
C 0.18542 -21.34769 3.95765  -0.593
C 0.63399 -20.04571 4.15951  0.956
N 1.93591 -19.76985 4.33557  -0.115
C -0.32303 -19.00595 3.96761  0.202
C -1.56860 -19.10882 3.29114  -0.752
C -2.34312 -18.00009 3.27358  -0.337
C -1.95782 -16.80418 3.80253  -0.834
C -0.65824 -16.76046 4.32446  -0.141
N 0.11484 -17.78182 4.32655  -0.256
H 7.59930 -19.72120 6.63867  0.378
H 6.48568 -22.04874 6.97184  0.357
H 4.28369 -22.48234 6.07681  0.439
H 6.16553 -17.98212 5.70412  0.476
H 3.08430 -22.91543 4.53096  0.413
H 0.82566 -23.44377 3.80650  0.336
H -0.89065 -21.35740 3.84712  0.422
H -1.93560 -20.04787 2.95492  0.275
H -3.30080 -18.08615 2.74660  0.413
H -2.64805 -15.95018 3.82279  0.397
H -0.22999 -15.84807 4.68205  0.473
C -2.83030 -20.62745 -0.97979  -1.529
C -1.42530 -20.11473 -0.74550  0.895
C -1.33306 -18.72465 -0.53327  -0.399
C -0.10774 -18.06407 -0.40374  -0.410
C 0.98645 -18.94598 -0.27804  0.179
C 0.92994 -20.26591 -0.68720  -0.294
C -0.28644 -20.85035 -0.93367  -0.915
S 2.58661 -18.18377 0.16129  1.085
O 3.29340 -17.54923 -0.90727  -0.668
O 3.34642 -19.26170 0.79605  -0.639
N 2.10907 -17.13848 1.39097  0.003
C 2.29961 -15.80895 1.20847  0.448
C 2.00478 -15.14457 0.01817  -0.810
C 2.34441 -13.78225 -0.16916  -1.034
C 2.97517 -13.05019 0.87588  -0.922
C 3.05660 -13.59943 2.16887  0.719
C 3.13382 -12.83842 3.36871  -0.415
C 3.15692 -13.46367 4.62835  -0.744
C 3.09152 -14.88333 4.70401  -0.463
N 2.76622 -15.57567 3.61620  -0.120
C 2.74461 -15.01472 2.34838  0.298
H -3.51538 -20.23645 -0.19882  0.327
H -2.89400 -21.72079 -0.92082  0.379
H -3.27681 -20.29330 -1.92559  0.318
H -2.28190 -18.17091 -0.45162  0.359
H 0.07240 -16.92689 -0.33986  -0.029
H 1.85642 -20.80131 -0.91096  0.476
H -0.32122 -21.84405 -1.36794  0.412
H 1.65246 -15.78533 -0.78558  0.446
H 2.36635 -13.43588 -1.22472  0.275
H 3.45591 -12.11437 0.59231  0.331
H 3.37407 -11.76526 3.35753  0.371
H 3.24550 -12.94531 5.55448  0.483
H 3.04681 -15.44023 5.64064  0.142
I 3.99939 -15.54158 8.68908  0.105
C 6.01349 -15.09138 9.30820  -0.825
I 7.12868 -13.66079 8.14197  0.079
H 6.64473 -16.01850 9.23751  0.306
H 6.00895 -14.74188 10.35290  0.370
F 6.98113 -21.70887 2.65073  -0.413
C 7.69153 -20.56704 2.44317  0.553
C 7.19958 -19.52827 1.70525  -0.377
N 7.87836 -18.32942 1.62347  0.245
C 7.15442 -17.10153 1.26426  -1.039
C 5.74576 -16.88988 1.87133  0.151
O 5.22655 -15.75121 1.67849  -0.559
O 5.28695 -17.82267 2.57718  -0.791
C 9.24756 -18.28007 1.77512  0.351
O 9.97384 -17.32886 1.55936  -0.613
N 9.79850 -19.50126 2.35713  -0.061
C 9.08682 -20.51233 3.01445  0.213
O 9.53887 -21.28476 3.87317  -0.644
H 6.16896 -19.52271 1.23880  0.499
H 7.25681 -16.95387 0.20666  0.337
H 7.73512 -16.24508 1.64512  0.355
H 10.76404 -19.45888 2.58813  0.256

=====

# 2
Computed, not measured: a molecular structure, C38H30Cl2F4IN2PSTc at a distorted geometry, with ωB97M-V/def2-TZVPD.

Calculated values
max |F|: 1.66 eV/A
E_LUMO (alpha / beta): -8.00 / -8.06 eV
net charge: +2
multiplicity: 2
HOMO (alpha / beta): -0.4730 / -0.4668 Eh

Each line ends with the Löwdin spin population.
Element x y z (Å)
Tc -0.02153 -0.53513 0.09169  0.938
C -0.32858 -2.58650 -2.22310  0.005
N -0.45560 -1.14447 -1.91937  0.004
C -1.83981 -0.71927 -2.24740  0.002
C 0.49900 -0.38366 -2.77403  0.004
C 0.61603 1.06121 -2.31861  0.007
N 0.54582 1.09911 -0.85245  0.023
C 0.69488 2.21814 -0.15990  0.006
C 0.53398 2.15739 1.25402  0.004
F 0.24713 0.93108 1.80143  0.017
C 0.67622 3.23195 2.07386  0.001
F 0.52493 3.07689 3.37731  0.000
C 0.98491 4.49212 1.53921  0.008
C 1.13661 4.60888 0.18267  -0.001
F 1.42583 5.78006 -0.35576  -0.001
C 0.99412 3.51315 -0.67699  0.008
F 1.17325 3.69719 -1.97195  0.002
H -0.46708 -2.75656 -3.29409  0.001
H -1.08807 -3.14128 -1.67625  0.000
H 0.65525 -2.94048 -1.92480  0.000
H -2.07344 -0.98990 -3.28006  0.000
H -1.94025 0.35849 -2.12888  0.000
H -2.54344 -1.22112 -1.58451  0.000
H 0.17791 -0.42483 -3.81890  0.000
H 1.46216 -0.87431 -2.69246  0.000
H -0.18997 1.66842 -2.72340  0.001
H 1.55180 1.47903 -2.69080  0.000
H 1.09704 5.35411 2.18244  0.000
I -0.82735 -2.73147 1.47083  0.032
C 0.33307 -4.35133 0.80056  0.001
C -0.40132 -5.50223 0.73483  0.002
C 0.23678 -6.73930 0.51995  0.000
C 1.59273 -6.77228 0.44043  0.001
C 2.36647 -5.58669 0.51495  0.000
C 3.77596 -5.69987 0.51413  0.000
C 4.56625 -4.60031 0.65298  0.000
C 3.96435 -3.33451 0.67919  -0.001
C 2.59865 -3.15620 0.62679  -0.003
P 2.17193 -1.38430 0.40375  -0.013
C 2.74748 -0.65678 1.97634  -0.002
C 3.19520 0.65881 2.11024  -0.001
C 3.53478 1.16592 3.35558  0.000
C 3.40604 0.37857 4.49001  -0.001
C 2.93572 -0.92037 4.37353  0.000
C 2.61228 -1.43566 3.12735  -0.001
C 3.29405 -0.97749 -0.99220  -0.002
C 3.39734 -1.93248 -2.01163  -0.001
C 4.14732 -1.68484 -3.14874  0.000
C 4.81217 -0.47436 -3.29377  -0.001
C 4.73963 0.46906 -2.28271  0.000
C 3.98622 0.22232 -1.14020  -0.001
C 1.74659 -4.30475 0.64078  0.000
H -1.47327 -5.47835 0.87734  0.000
H -0.35133 -7.64482 0.47457  0.000
H 2.11347 -7.71601 0.34189  0.000
H 4.21176 -6.68671 0.42315  0.000
H 5.64241 -4.68665 0.70523  0.000
H 4.61147 -2.46547 0.70497  0.000
H 3.27286 1.31374 1.25664  0.000
H 3.90417 2.17997 3.43786  0.000
H 3.66433 0.77898 5.46088  0.000
H 2.83145 -1.54217 5.25240  0.000
H 2.26052 -2.45712 3.05727  0.000
H 2.91156 -2.89461 -1.90650  0.000
H 4.22444 -2.44337 -3.91637  0.000
H 5.39241 -0.27518 -4.18445  0.000
H 5.28096 1.40163 -2.37207  0.000
H 3.97698 0.97465 -0.37055  0.000
Cl -2.42779 0.89937 0.80630  -0.002
C -3.22617 2.44969 0.85984  -0.004
C -4.31451 2.55854 1.68277  0.000
C -4.97261 3.78684 1.75996  -0.005
C -4.53149 4.88744 1.04195  0.001
C -3.41594 4.78184 0.23417  -0.004
Cl -2.88360 6.16968 -0.59851  -0.001
C -2.71845 3.53898 0.08773  -0.003
S -1.38890 3.38546 -0.93031  -0.020
H -4.65878 1.71147 2.25774  0.000
H -5.83919 3.87995 2.40068  0.000
H -5.04898 5.83328 1.11001  0.000

=====

# 3
Computed, not measured: a molecular structure, C38H30Cl2GeIN2O2STi at a distorted geometry, with ωB97M-V/def2-TZVPD.

Calculated values
max |F|: 4.95 eV/A
E_LUMO (alpha / beta): -7.56 / -9.44 eV
net charge: +2
multiplicity: 2
HOMO (alpha / beta): -0.4870 / -0.4869 Eh

Each line ends with the Löwdin spin population.
Element x y z (Å)
Ti 10.27284 12.15407 13.43320  0.005
C 14.58721 12.17157 15.09112  0.037
C 13.97015 10.84457 14.98723  0.178
N 14.68261 9.84831 15.42595  0.003
C 14.21957 8.61033 15.45474  0.201
C 12.96513 8.31036 14.92068  0.122
C 12.34201 6.91923 14.96740  0.013
O 13.26193 6.06439 15.61475  0.000
C 12.15202 9.33340 14.34930  0.016
C 10.82561 9.14483 14.08834  -0.005
N 10.05355 10.16569 13.85601  0.003
C 8.69589 10.48759 14.03165  -0.002
C 7.78240 9.62709 14.58912  0.001
C 6.47662 10.01757 14.83307  -0.002
C 6.17948 11.39894 14.92769  0.001
C 7.14750 12.32615 14.49856  0.000
C 8.35250 11.87477 14.02881  -0.001
I 10.53852 13.52488 15.71551  0.034
C 12.71508 10.65747 14.27805  0.118
O 12.09458 11.71278 13.73236  0.186
H 14.99752 12.44008 14.10028  0.019
H 15.35677 12.23717 15.92503  0.001
H 13.81998 12.93043 15.29955  0.006
H 14.89779 7.91807 15.96294  0.006
H 12.07814 6.54968 14.01143  0.002
H 11.42599 7.06278 15.61345  0.005
H 12.85323 5.26345 15.98613  0.000
H 10.44737 8.13128 14.05000  0.000
H 8.04294 8.58538 14.61968  0.000
H 5.67030 9.31910 15.04830  0.000
H 5.16182 11.75979 15.25509  0.000
H 7.04484 13.40815 14.55831  0.000
Cl 10.40573 14.15337 12.00629  -0.001
C 9.42596 13.01421 11.06220  0.002
C 8.14293 13.47277 10.61267  0.000
C 7.60987 12.89765 9.41830  0.000
C 8.05782 11.69583 8.90317  0.001
C 9.24099 11.15919 9.41480  0.000
Cl 10.00372 9.79008 8.69605  0.002
C 9.97710 11.89425 10.40268  0.003
S 11.55494 11.25528 10.87856  0.037
H 7.52467 14.16217 11.19870  0.000
H 6.71832 13.35624 8.98555  0.000
H 7.52118 11.35402 8.07768  0.000
C 12.24314 13.81515 5.30999  0.001
C 12.14407 12.44154 5.56586  0.000
C 12.54336 11.90810 6.75772  0.000
C 13.02613 12.74598 7.78935  0.001
C 12.91562 14.13645 7.59333  0.000
C 12.55153 14.71251 6.37524  0.000
Ge 13.48119 12.04952 9.51521  0.002
C 14.58187 10.34271 9.34636  0.001
C 15.88202 10.32148 9.83870  0.000
C 16.71907 9.19532 9.83406  0.000
C 16.13719 7.97939 9.55850  0.000
C 14.86484 7.93880 8.94061  0.000
C 14.06769 9.08636 8.91730  0.000
C 14.76817 13.29740 10.31420  0.000
C 14.82466 13.71438 11.65250  0.001
C 15.56720 14.87537 11.98233  0.000
C 16.22214 15.58369 11.01815  0.000
C 16.32429 15.00414 9.73285  0.000
C 15.59270 13.88320 9.38669  0.000
H 12.04246 14.11372 4.28869  0.000
H 11.77179 11.80860 4.75802  0.000
H 12.46341 10.84152 6.94866  0.000
H 13.15086 14.81026 8.43379  0.000
H 12.46636 15.77410 6.21270  0.000
H 16.24801 11.17231 10.38202  0.000
H 17.73457 9.34294 10.13145  0.000
H 16.68890 7.02435 9.75764  0.000
H 14.42734 6.99308 8.46564  0.000
H 13.01870 8.92833 8.64737  0.000
H 14.14860 13.23303 12.38836  0.000
H 15.65730 15.15909 13.04386  0.000
H 16.71974 16.51388 11.23968  0.000
H 16.94241 15.50227 9.00696  0.000
H 15.66023 13.49691 8.34425  0.000

=====

Electronic energy readings, ordered: -3561.982759 -4012.833346 -6268.045560 Ha